96
Properties=species:S:1:pos:R:3:forces:R:3 method="wB97M-V/def2-TZVPD" max_force_ev_per_a=0.22 lumo_energy_ev=-7.002 homo_lumo_gap_ev=6.11 charge=+2 energy_ha=-5254.63640
Ta 0.183 -0.740 -0.535 0.08 -0.02 0.21
C -0.955 -3.127 3.881 0.00 0.01 -0.01
C -0.369 -3.432 2.504 0.01 0.02 -0.03
C 1.136 -3.207 2.508 0.00 -0.05 -0.04
P -1.238 -2.541 1.106 -0.02 0.05 -0.06
C -2.167 -3.919 0.290 0.01 0.02 0.01
C -2.969 -3.469 -0.929 0.01 -0.01 -0.01
C -3.072 -4.705 1.248 0.01 0.00 0.00
C -2.383 -1.340 1.820 0.02 -0.04 0.02
C -3.489 -1.618 2.622 0.00 0.02 -0.01
C -4.237 -0.602 3.205 0.03 -0.01 -0.01
C -5.422 -0.910 4.075 0.00 0.00 0.01
C -3.833 0.715 2.985 -0.01 -0.01 0.00
C -2.740 1.017 2.193 0.01 0.02 0.00
C -2.026 -0.013 1.594 0.01 0.00 0.01
N -0.944 0.232 0.717 -0.05 0.03 -0.03
C -0.467 1.579 0.531 -0.02 -0.05 -0.05
C -1.165 2.471 -0.303 0.00 0.03 -0.01
C -2.432 2.099 -1.019 -0.01 0.00 0.02
C -0.689 3.770 -0.402 0.01 -0.01 -0.01
C 0.454 4.194 0.268 0.02 -0.01 -0.01
C 0.969 5.591 0.087 0.00 0.00 0.00
C 1.106 3.297 1.113 0.00 0.00 0.01
C 0.640 2.006 1.293 -0.01 0.00 0.02
C 1.235 1.135 2.364 0.02 0.02 -0.03
H -0.394 -3.689 4.629 0.00 0.00 0.00
H -1.999 -3.415 3.970 -0.03 0.00 0.00
H -0.875 -2.067 4.126 0.00 0.00 0.00
H -0.545 -4.485 2.269 -0.01 -0.01 0.00
H 1.376 -2.157 2.680 0.02 0.03 0.00
H 1.595 -3.539 1.575 -0.03 -0.01 0.06
H 1.583 -3.784 3.318 0.00 0.00 0.00
H -1.359 -4.584 -0.038 -0.01 0.00 0.00
H -3.566 -2.580 -0.710 -0.01 0.00 0.00
H -3.663 -4.259 -1.215 0.01 -0.01 0.00
H -2.328 -3.279 -1.787 -0.01 -0.03 0.03
H -4.022 -4.192 1.388 -0.02 0.03 0.02
H -2.631 -4.904 2.224 0.00 0.00 0.00
H -3.298 -5.669 0.790 0.00 0.00 0.01
H -3.776 -2.639 2.817 -0.01 -0.05 -0.01
H -5.745 -1.942 3.957 0.00 0.00 0.00
H -6.262 -0.260 3.835 0.00 0.00 0.00
H -5.177 -0.753 5.127 0.00 0.00 0.00
H -4.391 1.523 3.441 -0.01 0.00 0.00
H -2.452 2.048 2.034 0.00 0.00 0.00
H -2.755 1.084 -0.807 0.00 0.00 0.00
H -2.308 2.199 -2.099 0.00 -0.01 0.00
H -3.231 2.778 -0.718 0.00 0.00 0.00
H -1.234 4.477 -1.019 0.00 0.01 0.00
H 0.152 6.302 -0.024 0.00 0.00 0.00
H 1.580 5.653 -0.818 0.00 0.00 0.00
H 1.589 5.902 0.926 0.00 0.00 0.00
H 1.959 3.636 1.690 0.01 0.00 0.00
H 2.235 1.472 2.633 0.00 0.00 0.00
H 1.296 0.081 2.088 0.01 -0.01 0.00
H 0.614 1.182 3.262 0.00 0.00 0.00
C -2.211 -0.325 -4.129 0.01 0.00 0.01
C -1.532 0.654 -4.844 -0.01 0.00 -0.01
C -0.405 1.262 -4.324 0.01 0.00 0.00
C 0.089 0.908 -3.067 -0.03 -0.03 -0.01
C -0.578 -0.099 -2.349 -0.09 0.03 0.00
C -1.719 -0.699 -2.896 0.01 0.00 0.00
C 2.330 1.013 -1.932 -0.05 -0.11 -0.01
C 3.602 1.962 -1.748 0.15 0.12 0.01
C 4.271 1.858 -0.506 -0.02 -0.01 -0.06
C 4.171 0.739 0.273 -0.01 -0.05 0.04
C 5.063 0.498 1.367 -0.02 0.01 -0.03
C 5.002 -0.661 2.068 -0.01 -0.01 -0.01
C 4.035 -1.632 1.704 -0.01 0.00 0.01
C 3.123 -1.412 0.710 0.01 0.04 -0.01
C 3.131 -0.205 -0.018 0.01 0.00 0.04
N 2.104 0.089 -0.864 0.00 -0.01 -0.11
H -3.097 -0.793 -4.534 -0.01 0.00 0.00
H -1.881 0.947 -5.825 0.00 0.00 0.00
H 0.096 2.020 -4.904 0.00 0.00 0.01
H -2.241 -1.465 -2.338 0.01 0.06 -0.02
H 3.572 2.942 -2.196 0.00 -0.02 0.01
H 4.888 2.690 -0.182 -0.01 0.01 0.01
H 5.822 1.241 1.578 0.00 0.00 0.00
H 5.699 -0.866 2.868 0.00 0.00 0.00
H 4.025 -2.582 2.224 0.00 -0.01 0.00
H 2.445 -2.198 0.408 0.02 0.04 0.00
Br 4.689 -0.692 -2.539 0.02 -0.01 -0.03
C 3.545 0.819 -2.786 -0.01 -0.01 0.11
C 3.524 1.263 -4.211 0.00 0.01 -0.02
C 2.952 2.356 -4.716 -0.01 0.01 0.01
C 2.107 3.314 -4.006 -0.01 0.00 -0.01
C 1.302 2.983 -3.002 -0.02 -0.02 0.00
N 1.173 1.645 -2.502 0.01 0.04 0.00
H 4.086 0.621 -4.875 0.00 0.00 0.00
H 3.122 2.557 -5.767 0.00 0.00 -0.01
H 2.103 4.341 -4.351 0.00 0.01 0.01
H 0.646 3.707 -2.537 -0.01 0.02 0.01
S 0.565 -2.971 -1.430 0.04 0.01 -0.01
C 1.381 -2.419 -2.815 0.00 -0.12 -0.05
N 1.903 -2.034 -3.767 0.01 0.07 0.01

---

100
Properties=species:S:1:pos:R:3:forces:R:3 method="wB97M-V/def2-TZVPD" max_force_ev_per_a=1.12 lumo_energy_ev=3.639 homo_lumo_gap_ev=4.76 charge=-2 energy_ha=-13186.17755
Mg 0.364 1.013 0.733 0.28 -0.37 0.41
Cl 0.016 5.279 -1.876 0.05 -0.10 -0.03
C 1.330 4.127 -1.901 0.03 0.01 -0.04
C 2.423 4.380 -2.747 -0.09 -0.04 0.12
C 3.508 3.551 -2.752 0.00 0.08 0.01
Cl 4.870 3.930 -3.796 -0.06 -0.04 0.06
C 3.550 2.412 -1.915 -0.04 -0.11 0.04
C 4.652 1.536 -1.772 0.03 0.04 -0.05
C 4.557 0.464 -0.937 0.09 0.12 -0.04
C 3.355 0.226 -0.246 0.03 0.07 0.16
N 2.323 1.029 -0.334 0.10 0.20 -0.29
C 2.414 2.134 -1.133 0.11 -0.20 0.13
C 1.269 3.009 -1.068 -0.52 -0.12 0.43
O 0.308 2.711 -0.261 0.48 0.58 -0.83
H 2.403 5.249 -3.389 -0.01 0.04 0.02
H 5.565 1.747 -2.315 -0.01 -0.04 -0.01
H 5.396 -0.200 -0.777 0.00 0.02 0.01
H 3.252 -0.627 0.416 -0.06 0.01 -0.03
C 0.179 1.426 5.247 -0.06 0.01 0.04
C -1.139 1.387 4.464 0.22 -0.24 -0.04
C -1.674 -0.047 4.399 0.02 0.09 0.00
P -0.885 2.080 2.756 -0.37 0.13 0.25
C -0.657 3.891 3.187 -0.02 0.13 -0.35
C -1.895 4.649 3.661 0.07 0.00 0.15
C 0.010 4.666 2.045 -0.04 -0.04 0.11
C -2.547 1.842 2.019 -0.15 0.03 0.00
C -3.704 2.250 2.694 0.08 -0.04 -0.07
C -4.993 2.032 2.234 -0.05 0.01 0.01
C -6.202 2.466 3.029 0.08 -0.06 -0.06
C -5.115 1.358 1.015 0.05 0.03 0.05
C -4.014 0.906 0.326 0.07 0.02 0.01
C -2.677 1.089 0.803 -0.02 -0.13 -0.14
N -1.616 0.539 0.161 -0.19 0.08 -0.31
C -1.846 -0.139 -1.076 -0.10 0.07 0.18
C -1.961 -1.541 -1.068 -0.03 -0.08 0.05
C -2.060 -2.276 0.241 -0.01 -0.01 -0.09
C -2.021 -2.247 -2.266 0.04 -0.05 0.07
C -1.984 -1.608 -3.498 -0.06 0.02 -0.09
C -2.025 -2.399 -4.787 0.02 0.08 0.11
C -1.977 -0.220 -3.497 0.01 0.02 0.04
C -1.950 0.527 -2.316 0.05 -0.04 0.11
C -2.116 2.022 -2.390 0.03 -0.06 0.04
H 0.025 1.031 6.259 -0.02 0.02 -0.05
H 0.590 2.436 5.337 -0.01 -0.15 0.01
H 0.937 0.812 4.757 -0.03 0.06 0.02
H -1.877 2.019 4.967 -0.07 0.06 0.01
H -0.956 -0.692 3.888 0.02 -0.02 -0.01
H -2.621 -0.104 3.857 0.02 0.01 0.04
H -1.826 -0.438 5.412 0.01 0.04 -0.06
H 0.060 3.847 4.009 0.04 -0.05 0.01
H -2.647 4.700 2.873 0.00 0.02 0.02
H -1.606 5.674 3.922 -0.02 -0.05 -0.01
H -2.348 4.198 4.549 0.01 0.06 -0.07
H -0.620 4.677 1.155 0.03 0.00 -0.02
H 0.967 4.220 1.772 -0.02 -0.03 -0.02
H 0.191 5.702 2.357 -0.04 -0.07 0.00
H -3.597 2.757 3.648 0.02 -0.07 -0.07
H -5.913 3.169 3.814 -0.02 -0.01 -0.02
H -6.698 1.618 3.515 0.00 0.03 -0.01
H -6.948 2.958 2.397 0.03 -0.01 0.03
H -6.107 1.173 0.608 0.03 0.00 -0.02
H -4.150 0.367 -0.606 -0.02 0.03 0.05
H -2.849 -1.848 0.866 0.05 -0.01 -0.03
H -1.137 -2.204 0.815 0.04 0.00 0.05
H -2.279 -3.334 0.068 0.00 0.07 0.02
H -2.086 -3.333 -2.233 0.03 0.04 0.02
H -1.480 -3.342 -4.689 0.00 0.06 -0.01
H -1.580 -1.829 -5.606 -0.01 -0.05 0.03
H -3.055 -2.639 -5.071 0.03 0.00 0.00
H -2.005 0.311 -4.448 0.01 -0.01 0.08
H -1.732 2.415 -3.335 -0.01 -0.01 0.03
H -1.611 2.519 -1.569 0.11 0.07 0.11
H -3.181 2.279 -2.324 0.09 -0.02 -0.01
Se 3.276 2.490 3.013 -0.17 0.16 -0.12
Se 4.287 0.412 2.998 0.13 -0.08 -0.07
Se 2.651 -1.142 3.594 0.04 -0.09 0.14
Se 1.094 -1.358 1.856 -0.14 -0.04 -0.12
Te 1.867 -2.257 -1.887 -0.07 -0.34 0.01
C 1.556 -3.888 -3.219 -0.11 0.03 -0.12
C 0.781 -4.984 -2.834 0.00 0.00 -0.06
C 0.529 -6.023 -3.723 0.06 0.05 -0.04
C 1.021 -5.964 -5.024 0.03 0.10 0.08
C 1.785 -4.873 -5.420 -0.05 -0.04 0.10
C 2.060 -3.847 -4.519 -0.04 -0.05 0.00
C 3.107 -3.397 -0.600 0.03 0.13 -0.02
C 4.465 -3.108 -0.537 0.04 -0.11 0.08
C 5.281 -3.767 0.379 -0.11 0.00 -0.03
C 4.744 -4.736 1.213 -0.10 -0.02 0.00
C 3.388 -5.041 1.137 0.07 0.03 -0.04
C 2.567 -4.360 0.248 0.03 0.03 0.08
H 0.363 -5.019 -1.833 0.03 0.01 -0.08
H -0.059 -6.876 -3.403 0.01 0.08 -0.02
H 0.804 -6.761 -5.726 0.02 0.01 0.03
H 2.173 -4.821 -6.432 0.00 0.01 0.03
H 2.675 -3.008 -4.826 -0.07 -0.04 0.02
H 4.886 -2.352 -1.188 -0.03 -0.05 0.00
H 6.330 -3.505 0.452 0.01 -0.01 -0.01
H 5.372 -5.231 1.945 -0.03 0.00 -0.05
H 2.959 -5.783 1.801 0.02 0.07 -0.02
H 1.498 -4.543 0.255 0.09 0.04 -0.01